Record 1
The molecule C18H27NO4. Source: the OMol25 dataset; level of theory: ωB97M-V/def2-TZVPD.

- LUMO energy (eV) = 0.8
- frontier orbital gap (eV) = 9.03

Geometry as XYZ:
```
50
Properties=species:S:1:pos:R:3:forces:R:3:nbo_charge:R:1
H -4.28000 -1.74473 0.72741 -0.1 0.0 0.0 0.20
H -1.65719 1.16886 -2.21141 0.1 0.0 -0.1 0.22
H -4.18824 2.94590 -0.13289 0.0 0.0 -0.1 0.20
H -0.26087 1.58189 -1.20601 0.0 0.0 -0.1 0.21
C -3.21452 -1.58638 0.53830 0.2 0.3 0.0 -0.43
H 3.46106 -0.09312 -2.60101 0.0 0.0 0.0 0.18
O -3.44766 -0.59107 -1.64384 -0.1 0.0 -0.3 -0.73
H -4.39308 -0.77624 -1.62446 0.0 0.0 0.0 0.46
C -0.84231 0.02320 0.97307 0.1 -0.2 -0.4 -0.06
H -2.87260 -0.74667 2.50905 0.0 -0.1 0.1 0.18
H 1.59629 -2.93449 1.32805 0.0 0.0 0.0 0.18
C -1.32342 1.33183 -1.18504 0.0 0.0 0.1 -0.41
C 5.67158 0.70227 -0.05194 0.4 -0.2 -0.1 -0.24
C 1.68468 -2.89828 0.23725 0.1 -0.3 0.1 -0.26
C 1.12951 1.53565 1.32004 0.1 -0.2 -0.1 -0.18
C -2.12367 2.48570 -0.58994 -0.1 -0.1 -0.3 -0.40
C 3.34714 -1.07516 -2.12781 0.0 0.0 -0.3 -0.25
O 1.04198 -1.74244 -0.27694 0.1 0.5 -0.1 -0.55
N -1.04250 -1.23014 1.68567 0.2 -0.2 0.2 -0.62
C -2.44812 -1.52132 1.86305 -0.3 -0.1 -0.1 -0.22
C 0.62858 0.33390 0.83674 0.0 -0.1 0.0 -0.09
H -1.29317 0.80329 1.59584 0.1 0.0 0.0 0.19
C -3.01853 -0.31807 -0.31354 0.0 -0.3 0.6 0.28
H 0.46449 2.21974 1.82440 -0.1 0.1 0.1 0.21
H -2.84380 -2.43410 -0.04511 0.0 0.0 0.0 0.21
O 4.61991 1.49662 0.45071 -0.3 0.1 0.0 -0.49
O 3.68208 -1.01424 -0.75335 -0.3 0.3 0.6 -0.54
H 2.74033 -2.93953 -0.03665 -0.1 0.0 0.0 0.20
C -3.60449 2.12698 -0.55925 0.0 0.1 0.2 -0.40
H 1.16110 -3.74650 -0.20240 0.0 0.0 0.1 0.19
H 4.04735 -1.77908 -2.57520 0.0 0.0 -0.1 0.19
H 5.61006 0.58492 -1.13684 0.0 0.0 0.1 0.17
H 2.32355 -1.42506 -2.28209 0.1 0.0 0.0 0.19
H -0.61855 -1.97422 1.14040 0.0 0.1 0.0 0.36
C -1.51953 0.02059 -0.41898 -0.2 0.1 -0.1 -0.25
C 1.51596 -0.53338 0.19880 -0.1 0.1 0.2 0.32
C 2.85761 -0.17361 -0.01133 0.2 -0.2 -0.3 0.14
C 3.34730 1.02478 0.51950 -0.2 0.1 0.1 0.28
H -1.77484 2.70560 0.42056 0.0 0.1 0.1 0.19
H 2.84771 2.78838 1.58753 0.1 0.1 0.1 0.23
H -3.52593 1.03640 1.29378 0.0 0.0 0.1 0.20
H -1.05543 -0.78174 -1.00216 0.0 0.0 0.1 0.23
H -2.53395 -2.47699 2.38727 -0.1 0.1 0.0 0.20
H -1.97147 3.38224 -1.19459 0.0 0.1 0.1 0.21
H 6.58271 1.24696 0.19719 -0.1 -0.1 0.0 0.19
H -4.88507 0.59419 0.26062 0.0 -0.1 0.1 0.20
H -3.95070 1.95732 -1.58097 -0.1 0.1 0.0 0.21
H 5.69255 -0.28343 0.41645 0.0 0.1 0.0 0.19
C 2.45862 1.86408 1.19193 0.2 -0.1 -0.1 -0.26
C -3.82254 0.85874 0.26012 0.1 0.0 -0.4 -0.43
```
Positions in Å, forces in eV/Å.

---

Record 2
C18H28As2B2CrF4N4O4 as an isolated structure. Source: the OMol25 dataset; level of theory: ωB97M-V/def2-TZVPD.

- LUMO energy (alpha / beta) (eV) = -6.9 / -8.8
- net charge = +2
- expectation value of S² = 6.053
- spin multiplicity = 5
- frontier orbital gap (alpha / beta) (eV) = 8.46 / 6.82

Geometry as XYZ:
```
63
Properties=species:S:1:pos:R:3:forces:R:3:nbo_charge:R:1
H -3.96131 -1.26811 -2.34566 0.0 0.0 0.0 0.27
H -2.01872 1.74199 2.21321 0.1 0.0 0.0 0.26
O -2.22185 3.09845 -0.28008 0.0 0.0 0.0 -0.49
O -0.36354 -1.31236 -2.01778 -0.1 0.0 0.1 -0.54
B -1.12494 3.98776 -0.86830 0.0 0.0 0.0 1.26
H -2.62215 -2.36170 -1.95612 0.0 0.0 0.0 0.26
H 3.58068 -3.50675 0.41091 0.0 0.0 0.0 0.27
C -1.84049 -1.26456 2.54654 0.0 0.0 -0.1 -0.14
C -2.46631 -2.46399 2.86540 0.0 0.0 0.0 -0.18
F 0.39806 0.40371 -3.42817 -0.1 0.1 -0.1 -0.51
H 4.54373 2.13269 -2.01852 0.0 0.0 0.0 0.28
H 4.34110 0.41778 -1.62725 0.0 0.0 0.0 0.27
C -0.74379 -1.23117 1.68745 -0.1 0.0 -0.1 -0.37
H -4.53247 2.20212 -0.23908 0.0 0.0 0.0 0.28
C 2.79035 -3.19555 1.09263 0.0 0.1 -0.1 -0.95
H -0.00127 -3.91745 -1.69493 0.0 0.0 0.0 0.28
C 2.17740 2.97073 -0.52080 -0.2 -0.1 0.0 0.26
H 3.15107 -2.41410 1.75387 0.0 0.0 0.0 0.26
H 1.10199 -4.97734 -0.74305 0.0 0.0 0.0 0.26
C 1.75580 0.54114 2.08187 0.0 -0.1 0.0 -0.94
N -1.99200 1.82756 -0.63857 -0.3 -0.1 0.1 -0.17
C -4.36180 1.17746 -0.55867 0.0 0.0 0.0 -0.70
C -2.91615 0.94791 -0.79166 0.1 0.1 0.0 0.34
C -0.28189 -2.44366 1.15341 0.0 0.1 0.0 -0.39
H -0.56969 2.75074 2.19458 0.0 0.0 0.0 0.28
C -2.01290 -3.65104 2.32116 0.0 0.0 0.0 -0.17
Cr -0.11850 1.38053 -1.06014 0.0 0.3 -0.5 1.08
C 2.71685 1.66807 -1.06330 -0.2 -0.1 0.0 0.37
H -4.73787 0.48943 0.20077 0.0 0.0 0.0 0.25
C -2.35901 -0.35307 -1.31485 0.2 0.0 0.0 0.28
F 1.27141 -1.77669 -3.59092 0.0 -0.2 0.0 -0.49
C 4.16394 1.42967 -1.27277 0.0 0.0 0.0 -0.71
O 2.00923 -0.37147 -1.90509 -0.1 0.0 0.1 -0.52
As 1.27817 -2.61686 0.02553 -0.1 -0.2 0.0 1.44
C -0.94773 1.75058 2.41153 0.0 0.0 0.1 -0.94
H 3.22987 4.63359 -1.27347 0.0 0.0 0.0 0.28
H -0.57249 -4.57781 1.04728 0.0 0.0 0.0 0.23
As -0.00118 0.52146 1.26033 0.1 -0.1 0.5 1.11
O 0.15943 4.00455 -0.04238 0.1 0.0 0.0 -0.50
B 0.82634 -0.77070 -2.82704 0.2 0.1 0.1 1.26
H 1.74105 -3.93053 -2.03530 0.0 0.0 0.0 0.29
H -0.74964 1.50187 3.45548 0.0 0.0 -0.1 0.26
H 4.72006 1.61007 -0.35147 0.0 0.0 0.0 0.25
N 0.90142 2.92878 -0.37698 0.2 0.1 0.1 -0.15
H -2.22241 -0.35161 2.98314 0.0 0.0 0.0 0.22
H 1.66670 0.16299 3.10229 0.0 0.0 -0.1 0.26
H -3.75827 -1.82324 -0.69093 0.0 0.0 0.0 0.26
H 2.44585 -4.04639 1.68401 0.0 0.0 0.0 0.27
H -3.31235 -2.46360 3.53844 0.0 0.0 0.0 0.25
H 2.10509 1.57404 2.10955 0.0 0.0 0.0 0.26
C 3.01950 4.17035 -0.30503 0.0 0.0 0.0 -0.69
H 2.46889 -0.06255 1.52369 0.0 0.0 0.0 0.23
F -0.73698 3.30877 -2.09353 0.0 -0.1 0.0 -0.52
C 0.98677 -4.01949 -1.25477 0.0 0.0 -0.1 -0.96
F -1.58488 5.22185 -0.99710 0.0 0.1 0.0 -0.47
H 3.97408 3.91026 0.15005 0.0 0.0 0.0 0.25
H -4.92744 0.99087 -1.47269 0.0 0.0 0.0 0.27
C -3.21633 -1.52899 -1.59111 0.0 0.0 0.0 -0.69
H 2.49414 4.89843 0.30801 0.0 0.0 0.0 0.28
C -0.92256 -3.64100 1.46163 0.1 0.0 0.0 -0.19
H -2.49789 -4.58608 2.56207 0.0 0.0 0.0 0.25
N -1.09331 -0.27886 -1.52835 -0.2 -0.2 -0.1 -0.17
N 1.77115 0.85054 -1.36900 0.3 0.0 0.0 -0.20
```
Positions in Å, forces in eV/Å.

---

Record 3
C18H28BN6Se4V as an isolated structure at a distorted geometry. Source: the OMol25 dataset; level of theory: ωB97M-V/def2-TZVPD.

- LUMO energy (alpha / beta) (eV) = -5.0 / -5.5
- net charge = +1
- expectation value of S² = 0.847
- spin multiplicity = 2
- frontier orbital gap (alpha / beta) (eV) = 5.90 / 5.35

Geometry as XYZ:
```
58
Properties=species:S:1:pos:R:3:forces:R:3:nbo_charge:R:1
N 1.15682 1.61715 0.18850 1.8 2.0 0.8 -0.32
H -0.00300 -2.45209 -3.90936 0.5 0.0 -0.1 0.21
H 1.42946 -2.75190 -4.94411 -0.1 -0.1 1.2 0.23
C 1.83564 -2.05440 -2.81940 -0.4 0.4 -0.4 -0.26
C 1.90539 0.35624 -3.68566 -1.7 1.8 1.7 -0.32
H 3.16333 -1.96492 0.76026 0.0 0.3 0.3 0.22
H 3.76133 -1.96644 -3.97414 -0.3 0.8 -0.6 0.22
Se -2.30940 -0.01643 -2.14168 -0.8 -1.0 0.3 0.01
B 0.26535 2.24928 -0.95046 1.4 0.0 0.5 0.52
C 2.06275 -1.09361 2.46853 1.1 0.4 1.0 -0.26
C -2.67764 1.92689 1.22918 0.1 1.1 0.9 0.25
H 1.55280 -2.62552 1.03974 1.1 -0.1 0.5 0.18
H -4.56625 3.10839 2.88200 -0.4 -0.2 -0.1 0.21
C -3.29715 -0.11524 2.52377 0.1 -0.2 0.2 -0.61
H 0.66357 3.37615 -1.22508 -0.5 -0.6 0.2 0.01
N -1.14048 2.23480 -0.29801 -1.5 1.0 -1.0 -0.38
H 2.61134 0.18881 -4.43435 0.8 -0.1 -1.1 0.25
H 3.65760 -3.25031 -2.95632 -0.5 0.3 0.5 0.23
H 0.78732 -0.44835 4.17196 0.1 0.0 0.0 0.23
C 1.33875 1.57301 -3.26868 -1.3 -2.2 1.0 0.06
N 0.49863 1.32331 -2.20127 0.8 -0.7 -0.2 -0.37
C -4.72121 2.04126 2.67660 -0.3 -0.2 1.1 -0.61
C 3.33967 -2.19122 -3.01057 1.2 -0.7 1.1 -0.61
C 2.46797 -2.24310 1.56030 -1.0 -1.4 -0.2 -0.59
C 2.22921 2.18967 0.81742 0.6 1.0 -0.7 0.02
C -2.98104 3.15492 0.57498 1.3 -1.5 -1.1 -0.31
H -2.04353 3.89775 -1.33005 0.5 0.4 0.2 0.25
H -3.95897 -0.62107 3.24601 0.0 0.6 -0.3 0.24
H 3.66391 1.38553 2.32932 -0.3 0.1 0.0 0.25
H -2.74848 1.73024 3.40193 -0.1 0.1 -0.9 0.23
H -3.51314 -0.52422 1.52551 0.2 -0.1 0.3 0.21
H -5.36880 1.91828 1.80900 0.1 0.0 -0.1 0.21
H -3.79094 3.78619 0.81265 -0.6 0.6 0.0 0.25
H 2.99633 -0.95368 3.07486 -0.8 0.4 -0.4 0.23
H -2.29246 -0.34004 2.88194 0.2 -0.6 -0.5 0.22
C 1.91449 0.14728 1.63030 0.3 1.7 0.8 0.21
V -0.79477 -0.25497 -0.35037 0.8 -0.6 -0.1 0.86
Se -3.79153 -1.78521 -1.59790 0.1 0.5 0.1 0.06
H 2.62018 3.20685 0.50525 -0.8 -1.5 0.4 0.24
N 0.57585 -0.03095 -1.88039 1.0 0.4 -1.6 -0.38
H 0.87791 -3.87644 -3.58140 0.6 0.1 -0.3 0.23
H -0.01133 -1.51842 2.98036 -0.2 0.2 0.1 0.20
H 1.58281 -2.39662 -1.81491 0.0 -0.4 -0.1 0.22
N -1.57437 1.38962 0.70931 0.5 0.2 -0.8 -0.37
Se -2.48486 -3.56300 -0.84159 0.9 0.3 0.1 0.07
C 1.39852 -0.60592 -2.81226 0.1 0.0 1.1 0.25
C -2.04891 3.26174 -0.46414 -0.4 -1.6 1.7 0.06
Se -0.52705 -2.60419 0.17335 -1.7 1.0 -0.7 0.04
C -3.33097 1.41308 2.50223 -0.6 -0.2 0.3 -0.26
H 3.92809 -1.64089 -2.23294 -0.5 -0.4 -0.6 0.22
H 2.93978 -3.07474 2.13063 -0.5 0.5 -0.4 0.23
H 1.12097 -2.22552 4.12321 0.0 0.8 -0.3 0.23
C 1.03949 -2.83444 -3.89027 -1.1 0.1 -0.1 -0.61
H -5.27398 1.59728 3.56344 0.8 0.5 -1.0 0.23
C 2.75605 1.29987 1.74706 -1.1 -0.6 -1.1 -0.32
H 1.24600 2.53804 -3.68008 0.6 1.0 -0.4 0.24
C 0.91075 -1.30969 3.52173 0.8 -1.2 -1.1 -0.59
N 0.95220 0.42191 0.73408 -0.6 -2.0 0.0 -0.37
```
Positions in Å, forces in eV/Å.

---

Record 4
C18H28CsN4O3S2V as an isolated structure at a distorted geometry. Source: the OMol25 dataset; level of theory: ωB97M-V/def2-TZVPD.

- LUMO energy (alpha / beta) (eV) = -8.5 / -8.5
- net charge = +2
- frontier orbital gap (alpha / beta) (eV) = 6.57 / 6.59

Geometry as XYZ:
```
57
Properties=species:S:1:pos:R:3:forces:R:3:lowdin_charge:R:1
N -0.92964 -1.42279 -1.06915 0.1 1.5 2.0 -0.13
H -2.80657 -1.49359 -2.04417 0.1 0.0 0.2 0.11
H -2.70736 -0.25552 -0.79217 0.1 0.0 0.1 0.08
H -2.38405 -3.87920 -1.47368 0.1 0.0 0.1 0.10
H -1.38202 -1.23014 7.20414 0.3 0.5 -0.5 0.13
C 2.21434 -1.56717 0.98291 5.7 0.3 -2.2 -0.44
C -0.46172 -2.79966 -1.33804 0.5 -0.1 -0.4 -0.64
H 1.57931 2.04842 0.81450 0.0 0.1 0.0 0.02
C 0.13417 2.87526 -0.59164 0.3 -0.1 -0.1 -0.63
Cs 4.51474 0.16424 1.31848 2.3 1.8 -1.3 1.43
C -1.47355 -3.69293 -2.04314 -0.3 0.0 -0.3 -0.03
C -0.75911 3.29254 0.55238 -1.2 0.3 0.4 -0.03
C 1.42336 0.32834 5.09052 -0.7 0.2 1.4 -0.23
H -1.13549 0.45987 -2.73384 0.0 0.6 0.3 0.08
C -0.61256 -0.74107 6.58676 0.1 -0.2 0.6 -0.02
H 0.63505 -2.88265 0.54240 -0.4 -0.3 -0.2 0.04
H -1.82125 3.38169 0.26832 0.4 0.1 -0.1 0.11
H -0.43937 4.27086 0.93995 0.0 -0.3 -0.2 0.12
H -2.86846 -1.96257 -0.31247 0.3 0.2 -0.3 0.12
N 1.64984 -0.65822 0.37458 -0.1 -0.9 1.2 -0.05
H -0.98533 -4.65616 -2.20935 -0.1 0.1 0.0 0.11
S 2.46957 1.14506 3.97559 0.4 0.4 1.0 0.65
H -0.85845 4.21507 -2.06359 0.3 -0.2 0.2 0.10
C 0.60266 -0.40945 7.20514 -0.1 -0.1 -0.5 -0.01
H -0.99334 -3.57730 0.60615 0.2 -0.1 -0.1 0.11
N -0.25261 1.52259 -1.13691 0.4 -1.9 1.7 -0.10
H 0.44833 -2.30546 -3.21870 0.3 -0.1 0.2 0.11
C -0.10767 -3.45584 -0.02812 0.2 -0.4 0.9 -0.02
H -0.73045 2.59140 1.37982 0.2 -0.1 0.1 0.04
H 0.80086 3.69038 -2.48892 -0.2 0.1 0.1 0.10
N 1.32458 1.09991 2.74425 -1.0 -1.1 -0.7 -0.09
C 0.13478 3.96091 -1.65871 0.1 0.1 -0.6 -0.04
C -0.83422 -0.49099 5.22685 -0.3 -0.3 0.2 0.00
C 0.21130 0.01544 4.47523 -0.3 0.0 0.7 -0.24
H 2.18697 2.35023 -0.84111 0.2 0.0 0.0 0.09
H 1.89722 3.71471 0.24634 0.0 -0.4 0.2 0.11
H -0.54379 2.06818 -3.16943 -0.1 -0.1 0.5 0.11
S -0.96746 -0.14416 1.92918 -0.2 0.2 -0.1 0.82
H 0.33070 -4.43489 -0.23488 -0.2 0.0 0.1 0.12
O 3.58154 0.25069 3.69059 -1.1 -0.1 0.4 -0.58
V 0.01978 -0.10992 -0.14533 -3.4 0.7 -2.8 0.79
O 3.31097 -2.07996 1.16323 -5.5 -0.9 0.8 -0.10
H -2.04923 1.92224 -2.20858 0.5 -0.1 0.0 0.12
C 1.62889 0.16159 6.45057 0.5 0.2 -0.6 0.00
C 0.75863 -2.68495 -2.23519 0.2 0.0 -0.3 -0.02
H -1.81662 -0.66722 4.77630 0.4 -0.1 0.2 0.12
C 1.53877 2.71819 -0.04432 0.6 0.4 -0.4 -0.06
C 0.23928 0.40237 3.06876 2.6 1.4 -0.4 -0.64
O 2.89871 2.47472 4.30974 -1.1 -0.6 -0.4 -0.23
C -1.03708 1.49749 -2.36239 -0.5 -0.4 -0.6 -0.09
H -1.75468 -3.30976 -3.02348 0.0 0.1 0.0 0.10
H 1.17004 -3.69211 -2.35737 0.1 0.3 -0.1 0.11
H 2.58752 0.49915 6.85663 -0.4 -0.3 0.2 0.14
H 1.52600 -2.02634 -1.80460 -0.1 -0.2 -0.2 0.07
H 0.55709 4.86661 -1.21237 -0.2 -0.1 0.0 0.11
H 0.78061 -0.59304 8.25829 -0.2 0.0 -0.1 0.13
C -2.40776 -1.27644 -1.04538 0.1 0.4 -0.1 -0.08
```
Positions in Å, forces in eV/Å.